Density functional theory data (ωB97M-V with the def2-TZVPD basis set) for a cluster of 5 separate species, C40H95ClN8O11P in total in a non-equilibrium geometry.

Bonds (Å) are listed after each position.
Cartesian coordinates (Å):
1 C 4.791 -3.343 -3.380  C2 1.585, H26 1.109, H27 1.112, H28 1.115
2 C 4.568 -1.835 -3.811  C1 1.585, C3 1.579, H29 1.111, H30 1.114
3 C 5.110 -1.552 -5.267  C2 1.579, C4 1.572, H31 1.112, H32 1.109
4 C 4.005 -1.023 -6.252  C3 1.572, C5 1.569, H33 1.116, H34 1.119
5 C 4.010 -1.742 -7.647  C4 1.569, C6 1.570, H35 1.108, H36 1.115
6 C 3.046 -0.958 -8.607  C5 1.570, C7 1.567, H37 1.113, H38 1.117
7 C 2.051 -1.850 -9.424  C6 1.567, C8 1.562, H39 1.112, H40 1.111
8 C 1.418 -3.028 -8.617  C7 1.562, C9 1.550, H41 1.108, H42 1.116
9 C 0.953 -2.643 -7.190  C8 1.550, C10 1.591, N21 1.480, H43 1.118
10 C 1.372 -3.610 -5.996  C9 1.591, N11 1.498, H44 1.113, H45 1.123
11 N 0.359 -3.415 -4.910  C10 1.498, C12 1.483, C16 1.415
12 C -0.320 -4.637 -4.412  N11 1.483, C13 1.565, H46 1.118, H47 1.115
13 C 0.663 -5.643 -3.725  C12 1.565, C14 1.569, Cl15 1.832, H48 1.109
14 C 0.823 -6.959 -4.563  C13 1.569, H49 1.108, H50 1.115, H51 1.110
15 Cl -0.013 -6.140 -2.097  C13 1.832
16 C -0.491 -2.417 -5.442  N11 1.415, N17 1.292, N21 1.427
17 N -1.157 -1.479 -4.854  C16 1.292, C18 1.498, H52 1.017
18 C -1.950 -0.508 -5.674  N17 1.498, O19 1.388, H53 1.116, H54 1.106
19 O -2.451 0.521 -4.889  C18 1.388, C20 1.444
20 C -1.790 1.783 -5.120  O19 1.444, H55 1.110, H56 1.108, H57 1.112
21 N -0.486 -2.525 -6.865  C9 1.480, C16 1.427, P22 1.732
22 P -1.649 -3.551 -7.637  N21 1.732, N23 1.571, O24 1.688, O25 1.684
23 N -1.177 -5.004 -8.002  P22 1.571, H58 1.020
24 O -2.916 -3.704 -6.532  P22 1.688, H59 0.968
25 O -2.229 -2.680 -8.957  P22 1.684, H60 0.968
26 H 4.744 -4.029 -4.251  C1 1.109
27 H 4.100 -3.647 -2.564  C1 1.112
28 H 5.813 -3.438 -2.945  C1 1.115
29 H 3.491 -1.590 -3.685  C2 1.111
30 H 5.107 -1.238 -3.040  C2 1.114
31 H 5.920 -0.800 -5.144  C3 1.112
32 H 5.487 -2.519 -5.657  C3 1.109
33 H 4.169 0.075 -6.364  C4 1.116
34 H 3.023 -1.116 -5.725  C4 1.119
35 H 3.812 -2.829 -7.573  C5 1.108
36 H 5.058 -1.640 -8.016  C5 1.115
37 H 3.674 -0.393 -9.331  C6 1.113
38 H 2.471 -0.181 -8.047  C6 1.117
39 H 1.226 -1.192 -9.776  C7 1.112
40 H 2.576 -2.245 -10.321  C7 1.111
41 H 0.645 -3.504 -9.252  C8 1.108
42 H 2.214 -3.800 -8.489  C8 1.116
43 H 1.355 -1.675 -6.801  C9 1.118
44 H 2.429 -3.527 -5.659  C10 1.113
45 H 1.303 -4.712 -6.203  C10 1.123
46 H -0.890 -5.082 -5.264  C12 1.118
47 H -1.045 -4.311 -3.631  C12 1.115
48 H 1.645 -5.142 -3.605  C13 1.109
49 H 1.098 -7.825 -3.929  C14 1.108
50 H 1.672 -6.791 -5.267  C14 1.115
51 H -0.077 -7.156 -5.181  C14 1.110
52 H -1.127 -1.392 -3.841  N17 1.017
53 H -2.827 -1.090 -6.045  C18 1.116
54 H -1.400 -0.170 -6.572  C18 1.106
55 H -0.892 1.726 -5.769  C20 1.110
56 H -2.504 2.498 -5.576  C20 1.108
57 H -1.431 2.134 -4.128  C20 1.112
58 H -0.198 -5.087 -7.725  N23 1.020
59 H -3.572 -3.005 -6.663  O24 0.968
60 H -3.149 -2.495 -8.717  O25 0.968
61 C 1.497 4.475 -5.129  O62 1.418, H70 1.090, H71 1.093, H72 1.095
62 O 0.751 4.326 -3.932  C61 1.418, C63 1.427
63 C 1.277 3.326 -3.061  O62 1.427, C64 1.522, H73 1.094, H74 1.095
64 C 1.881 3.961 -1.817  C63 1.522, N65 1.460, H75 1.095, H76 1.096
65 N 3.119 4.667 -2.129  C64 1.460, C66 1.463, H77 1.011
66 C 3.617 5.499 -1.034  N65 1.463, C67 1.533, H78 1.093, H79 1.095
67 C 2.746 6.677 -0.582  C66 1.533, O68 1.420, H80 1.093, H81 1.094
68 O 2.633 7.710 -1.549  C67 1.420, C69 1.417
69 C 1.615 7.516 -2.515  O68 1.417, H82 1.093, H83 1.093, H84 1.091
70 H 0.930 5.122 -5.798  C61 1.090
71 H 2.464 4.946 -4.938  C61 1.093
72 H 1.647 3.510 -5.625  C61 1.095
73 H 1.996 2.674 -3.567  C63 1.094
74 H 0.429 2.706 -2.752  C63 1.095
75 H 2.092 3.177 -1.082  C64 1.095
76 H 1.129 4.636 -1.392  C64 1.096
77 H 2.966 5.261 -2.934  N65 1.011
78 H 4.579 5.904 -1.360  C66 1.093
79 H 3.824 4.858 -0.171  C66 1.095
80 H 3.242 7.133 0.278  C67 1.093
81 H 1.760 6.362 -0.225  C67 1.094
82 H 0.757 6.972 -2.110  C69 1.093
83 H 2.011 7.000 -3.393  C69 1.093
84 H 1.274 8.499 -2.843  C69 1.091
85 C 1.239 6.983 3.312  O86 1.419, H94 1.090, H95 1.094, H96 1.093
86 O 1.774 5.908 2.556  C85 1.419, C87 1.427
87 C 3.131 5.610 2.881  O86 1.427, C88 1.523, H97 1.093, H98 1.093
88 C 3.229 4.271 3.599  C87 1.523, N89 1.459, H99 1.095, H100 1.097
89 N 2.680 4.350 4.949  C88 1.459, C90 1.463, H101 1.011
90 C 2.519 3.051 5.602  N89 1.463, C91 1.533, H102 1.093, H103 1.095
91 C 1.537 2.053 4.977  C90 1.533, O92 1.422, H104 1.089, H105 1.096
92 O 0.176 2.456 5.057  C91 1.422, C93 1.417
93 C -0.259 3.312 4.015  O92 1.417, H106 1.094, H107 1.092, H108 1.092
94 H 0.276 7.251 2.879  C85 1.090
95 H 1.076 6.691 4.354  C85 1.094
96 H 1.893 7.858 3.271  C85 1.093
97 H 3.602 6.409 3.459  C87 1.093
98 H 3.668 5.529 1.932  C87 1.093
99 H 4.280 3.973 3.658  C88 1.095
100 H 2.695 3.530 2.992  C88 1.097
101 H 1.775 4.800 4.910  N89 1.011
102 H 2.181 3.254 6.622  C90 1.093
103 H 3.502 2.576 5.685  C90 1.095
104 H 1.604 1.133 5.555  C91 1.089
105 H 1.805 1.782 3.950  C91 1.096
106 H 0.256 3.110 3.071  C93 1.094
107 H -0.132 4.359 4.299  C93 1.092
108 H -1.327 3.143 3.866  C93 1.092
109 C -2.553 -4.437 5.553  O110 1.417, H118 1.091, H119 1.094, H120 1.093
110 O -2.637 -3.485 6.599  C109 1.417, C111 1.427
111 C -2.071 -3.941 7.827  O110 1.427, C112 1.522, H121 1.093, H122 1.094
112 C -0.793 -3.179 8.142  C111 1.522, N113 1.460, H123 1.094, H124 1.096
113 N 0.287 -3.550 7.231  C112 1.460, C114 1.461, H125 1.011
114 C 1.458 -2.681 7.318  N113 1.461, C115 1.533, H126 1.093, H127 1.095
115 C 1.275 -1.207 6.938  C114 1.533, O116 1.421, H128 1.095, H129 1.095
116 O 1.001 -0.995 5.560  C115 1.421, C117 1.419
117 C -0.368 -1.104 5.203  O116 1.419, H130 1.093, H131 1.093, H132 1.091
118 H -3.160 -4.076 4.723  C109 1.091
119 H -1.523 -4.549 5.201  C109 1.094
120 H -2.943 -5.408 5.870  C109 1.093
121 H -1.905 -5.022 7.825  C111 1.093
122 H -2.802 -3.721 8.611  C111 1.094
123 H -0.486 -3.400 9.169  C112 1.094
124 H -1.022 -2.109 8.075  C112 1.096
125 H -0.061 -3.520 6.281  N113 1.011
126 H 2.215 -3.106 6.653  C114 1.093
127 H 1.865 -2.738 8.333  C114 1.095
128 H 2.229 -0.707 7.129  C115 1.095
129 H 0.537 -0.697 7.565  C115 1.095
130 H -1.034 -0.787 6.009  C117 1.093
131 H -0.604 -2.126 4.896  C117 1.093
132 H -0.541 -0.457 4.341  C117 1.091
133 C -8.217 -1.851 8.137  O134 1.417, H142 1.090, H143 1.094, H144 1.094
134 O -6.844 -1.638 8.417  C133 1.417, C135 1.426
135 C -5.968 -2.365 7.557  O134 1.426, C136 1.522, H145 1.094, H146 1.094
136 C -5.229 -1.424 6.617  C135 1.522, N137 1.462, H147 1.092, H148 1.096
137 N -6.126 -0.862 5.608  C136 1.462, C138 1.461, H149 1.012
138 C -5.536 0.228 4.835  N137 1.461, C139 1.533, H150 1.094, H151 1.096
139 C -5.146 1.507 5.586  C138 1.533, O140 1.418, H152 1.094, H153 1.095
140 O -6.251 2.236 6.094  C139 1.418, C141 1.419
141 C -6.717 1.809 7.365  O140 1.419, H154 1.093, H155 1.092, H156 1.091
142 H -8.796 -1.404 8.945  C133 1.090
143 H -8.510 -1.370 7.199  C133 1.094
144 H -8.451 -2.919 8.094  C133 1.094
145 H -6.493 -3.150 7.006  C135 1.094
146 H -5.231 -2.851 8.203  C135 1.094
147 H -4.430 -1.976 6.116  C136 1.092
148 H -4.772 -0.637 7.228  C136 1.096
149 H -6.958 -0.513 6.065  N137 1.012
150 H -6.269 0.503 4.071  C138 1.094
151 H -4.657 -0.154 4.304  C138 1.096
152 H -4.665 2.170 4.861  C139 1.094
153 H -4.403 1.327 6.369  C139 1.095
154 H -5.911 1.419 7.992  C141 1.093
155 H -7.505 1.062 7.254  C141 1.092
156 H -7.155 2.672 7.867  C141 1.091

Output
Kohn-Sham gap: 5.76 eV
charge: +1
HOMO: -0.35289 Eh